1.
A 2-piece molecular cluster, CH5N2O3 overall at a distorted geometry. Source: the OMol25 dataset; level of theory: ωB97M-V with the def2-TZVPD basis set.

## Properties
Energy above the lowest of the compared OMol25 structures with the same formula, charge and spin   215.09 kJ/mol
LUMO level (spin up / spin down)   -0.2896 / -0.2890 Eh
Net charge   +1
Gap between HOMO and LUMO (spin up / spin down)   7.115 / 7.143 eV

Element x y z (Å)
C: 2.1855 -0.1839 -0.0092
N: -2.4591 0.1886 0.4084
N: -0.0484 0.5604 -0.0754
O: 0.2374 1.7009 -0.1642
O: -2.8629 -0.8116 -0.2659
O: 0.7670 -0.4128 -0.0050
H: 2.6128 -0.8115 -0.7903
H: 2.5689 -0.4981 0.9641
H: 2.4093 0.8699 -0.1868
H: -2.6690 1.0574 -0.1108
H: -2.7416 -1.6591 0.2351

=====

2.
A 2-piece molecular cluster, C10H16 overall at a distorted geometry. Source: the OMol25 dataset; level of theory: ωB97M-V with the def2-TZVPD basis set.

## Properties
Energy above the lowest of the compared OMol25 structures with the same formula, charge and spin   253.91 kJ/mol
SMILES   Cc1ccccc1.CCC
LUMO level   0.0350 Eh
Net charge   0
Gap between HOMO and LUMO   9.932 eV

Element x y z (Å)
C: 1.2521 0.5433 1.8353
C: 1.0427 -0.9370 1.4713
C: 0.6435 -1.3473 0.1812
C: 0.3473 -2.6647 0.1601
C: 0.4497 -3.6245 1.1778
C: 0.6990 -3.1626 2.4375
C: 0.9555 -1.7958 2.5650
H: 1.9745 0.4127 2.7654
H: 0.3199 1.0367 1.9932
H: 1.8386 1.1147 1.1620
H: 0.7452 -0.6216 -0.6208
H: 0.1818 -3.1863 -0.8266
H: 0.3432 -4.6342 0.9767
H: 0.5822 -3.6267 3.4231
H: 1.1437 -1.5030 3.4382
C: -0.2577 1.6795 -2.7862
C: -1.6474 1.8581 -2.1738
C: -1.6206 2.9059 -1.0626
H: 0.4500 2.3153 -2.3226
H: 0.0287 0.6380 -2.7473
H: -0.3869 1.9518 -3.8881
H: -2.2733 2.3214 -2.8794
H: -2.0301 0.7527 -2.0618
H: -0.7732 2.8836 -0.3467
H: -1.4252 3.8970 -1.5279
H: -2.5830 2.7928 -0.3430

=====

3.
C13H27AlClNO6PS as an isolated structure at a distorted geometry. Source: the OMol25 dataset; level of theory: ωB97M-V with the def2-TZVPD basis set.

## Properties
Energy above the lowest of the compared OMol25 structures with the same formula, charge and spin   809.55 kJ/mol
LUMO level   0.1026 Eh
Net charge   -1
Gap between HOMO and LUMO   7.649 eV

Element x y z (Å)
C: -2.3313 -4.1334 -1.2710
C: -1.3034 -4.5760 -2.4991
C: 0.2638 -4.1522 -2.1614
O: 0.4108 -3.5334 -0.8031
C: 1.1666 -2.2988 -1.0713
C: 1.6491 -1.5066 0.3187
O: 2.3361 -0.1924 0.0929
Al: 0.8582 0.9542 -0.3167
C: 0.7142 2.7142 0.7557
C: -0.0396 3.8520 -0.1527
O: -1.0415 3.4062 -0.9578
N: 0.2903 5.3265 -0.2144
C: -0.8882 6.1771 -0.6344
C: 0.9710 5.8347 1.0366
P: 1.0203 1.1044 -2.6280
O: -0.2633 0.3278 -3.5132
O: 1.2318 2.7993 -3.1143
S: 2.7020 0.2045 -3.1768
O: -0.4465 -0.1513 0.4764
C: 0.3267 -1.1636 1.2535
C: 0.5542 -0.9168 2.8654
Cl: 2.3559 -0.7404 3.3529
C: -0.0254 -2.2177 3.6902
C: -1.6730 -2.2156 3.8701
H: -2.4774 -2.9698 -1.2227
H: -3.3720 -4.6602 -1.4439
H: -1.9307 -4.5299 -0.2235
H: -1.6683 -4.1402 -3.5470
H: -1.3729 -5.7606 -2.6284
H: 0.8783 -5.1671 -2.1683
H: 0.6047 -3.4394 -3.0257
H: 2.1369 -2.6262 -1.6812
H: 0.4926 -1.5983 -1.7517
H: 2.5250 -2.1324 0.8288
H: -0.0245 2.4728 1.6621
H: 1.7177 3.0634 1.2460
H: -0.8389 7.2977 -0.2843
H: -1.9386 5.7660 -0.2952
H: -0.8649 6.2074 -1.8272
H: 0.7706 5.2084 2.0042
H: 2.1285 5.9336 0.7664
H: 0.6294 6.9495 1.2916
H: -1.1555 0.4407 -3.0441
H: 0.6719 2.8799 -3.9636
H: -0.3978 -2.0819 1.2191
H: 0.0310 0.0826 3.2531
H: 0.4244 -2.1461 4.7934
H: 0.3635 -3.2026 3.1604
H: -1.9825 -3.3092 4.2269
H: -2.0064 -1.3895 4.6383
H: -2.1828 -2.0512 2.8185

=====

4.
A 2-piece molecular cluster, C7H12 overall at a distorted geometry. Source: the OMol25 dataset; level of theory: ωB97M-V with the def2-TZVPD basis set.

## Properties
Energy above the lowest of the compared OMol25 structures with the same formula, charge and spin   337.18 kJ/mol
SMILES   C=C(C)C.C#CC
LUMO level   0.0342 Eh
Net charge   0
Gap between HOMO and LUMO   9.488 eV

Element x y z (Å)
C: -0.9572 0.6626 -1.2221
C: -1.3144 -0.0592 -0.1286
C: -1.7675 0.6523 1.1739
C: -1.5365 -1.6064 -0.1051
H: -0.9298 1.6872 -1.3012
H: -0.6495 0.0766 -2.0964
H: -0.9051 0.5163 1.8242
H: -2.6984 0.2479 1.5337
H: -1.9688 1.7459 0.8879
H: -2.5319 -1.7634 0.3934
H: -0.5772 -2.0218 0.3631
H: -1.6925 -2.0191 -1.0772
C: 1.1385 1.3912 0.3171
C: 2.1052 0.8219 -0.1183
C: 3.2331 0.0180 -0.6401
H: 0.1973 1.8663 0.4785
H: 4.2286 0.2779 -0.1036
H: 3.3924 0.2024 -1.7120
H: 2.9371 -1.0207 -0.4902

=====

5.
An isolated ion of composition C3H6I3N2 and charge +1 at a distorted geometry. Source: the OMol25 dataset; level of theory: ωB97M-V with the def2-TZVPD basis set.

## Properties
2S+1   3
LUMO level (spin up / spin down)   -0.1825 / -0.2838 Eh
Net charge   +1
Gap between HOMO and LUMO (spin up / spin down)   5.651 / 5.477 eV

Element x y z (Å)
C: -1.7347 -0.0667 -0.1266
C: 0.2208 -1.3000 -1.0937
C: -1.1592 -1.4378 -0.4447
N: -3.0701 0.1742 -0.1315
N: -0.9303 0.8101 0.3062
I: -0.9268 -2.4437 1.5066
I: -4.0585 1.5117 0.9236
I: -4.1707 -0.8083 -1.5321
H: 0.9196 -1.2885 -0.2338
H: 0.2559 -0.3937 -1.6758
H: 0.5085 -2.0606 -1.7417
H: -1.7888 -1.9946 -1.0202
H: 0.0147 0.5901 0.2762
H: -1.2791 1.7970 0.6224

=====

6.
C23H15F7IrN3O11S2 as an isolated structure at a distorted geometry. Source: the OMol25 dataset; level of theory: ωB97M-V with the def2-TZVPD basis set.

## Properties
2S+1   6
Energy above the lowest of the compared OMol25 structures with the same formula, charge and spin   250.40 kJ/mol
LUMO level (spin up / spin down)   -0.1719 / -0.2929 Eh
Net charge   +1
Gap between HOMO and LUMO (spin up / spin down)   6.901 / 3.599 eV

Element x y z (Å)
Ir: -0.8273 1.1586 -1.5275
F: -4.0788 6.1461 1.0308
C: -4.3348 5.0414 0.3792
F: -5.1772 4.2472 1.0218
F: -4.7700 5.2778 -0.8459
S: -2.7050 3.1603 0.3147
O: -1.9668 1.8792 -0.0315
O: -2.4881 3.5135 1.6895
N: -2.0954 4.3141 -0.6773
S: -1.9708 3.7156 -2.1217
O: -3.0653 2.8409 -2.4180
O: -0.6682 3.0928 -2.3698
C: -1.9894 5.2423 -3.2320
F: -2.4216 4.9409 -4.4442
F: -0.7742 5.7480 -3.3107
F: -2.8005 6.1309 -2.6883
C: 3.2887 -3.6893 3.1262
C: 2.1802 -2.7805 3.6590
C: 2.5017 -2.1757 5.0212
C: 3.6715 -1.2071 4.9147
C: 3.3964 -0.1860 3.8594
C: 3.9993 1.0540 3.9086
C: 3.6737 2.0302 2.9711
F: 4.2695 3.2125 3.0436
C: 2.7352 1.8000 1.9827
C: 2.1419 0.5416 1.8916
C: 1.1622 0.3041 0.8255
O: 0.8405 1.2508 0.0923
C: 0.6980 -1.0488 0.7410
C: 1.0847 -1.9702 1.6838
N: 1.8989 -1.7068 2.7040
C: 2.4753 -0.4705 2.8207
C: -0.2450 -1.5709 -0.3343
O: -0.2681 -2.7627 -0.5412
O: -1.0445 -0.7358 -0.9114
H: 3.4936 -4.4632 3.8605
H: 4.2030 -3.1360 2.9310
H: 2.9776 -4.1756 2.2052
H: 1.2608 -3.3692 3.7428
H: 2.7293 -2.9792 5.7200
H: 1.6266 -1.6397 5.3946
H: 4.5911 -1.7455 4.6753
H: 3.8373 -0.7096 5.8705
H: 4.7186 1.2820 4.6805
H: 2.4715 2.5655 1.2701
H: 0.7175 -2.9853 1.5920
O: 0.9580 -0.5714 -4.8536
C: 0.1790 -0.3538 -3.9692
O: 0.2812 0.4788 -3.0131
C: -1.1145 -1.2140 -3.9273
C: -2.3394 -0.6623 -3.5783
C: -3.4592 -1.4832 -3.5350
C: -3.3502 -2.8302 -3.8364
C: -2.1170 -3.3445 -4.2045
C: -0.9823 -2.5488 -4.2634
N: -1.9931 -4.7607 -4.5718
O: -0.9319 -5.1203 -5.0034
O: -2.9736 -5.4384 -4.4142
H: -2.4474 0.3966 -3.3677
H: -4.4169 -1.0642 -3.2683
H: -4.2071 -3.4873 -3.7972
H: -0.0389 -2.9795 -4.5668